[1]
C5H5NOS | the ωB97M-V functional and the def2-TZVPD basis

Structure (ORCA input):
```
! wB97M-V def2-TZVPD RIJCOSX def2/J DEFGRID3
* xyz 0 1
H 1.97252 0.89484 -0.82795
H 3.25734 -1.07808 1.01685
H -0.54654 -1.39957 1.87271
C 0.16122 -0.97899 1.23094
H -1.94405 -0.57394 -2.07495
H -0.85191 0.73229 0.42137
O 1.40634 -1.46137 1.36950
S -2.87192 2.83356 -1.25882
N -2.28073 0.18675 -1.59934
C 2.26794 -0.75412 0.68970
C 0.19411 0.04360 0.33251
C -2.32934 1.27437 -1.17242
C 1.56502 0.28067 -0.00011
*
```

Results
E_LUMO	0.0098	Ha
energy	-721.5939	Eh
HOMO level	-8.896	eV
structure (SMILES)	c1ccoc1.N=C=S
frontier orbital gap	9.16	eV

natural (NBO) atomic charge list, values in e, 2 entries: 0.239, 0.215


[2]
C5H5NOS | the ωB97M-V functional and the def2-TZVPD basis

Structure (ORCA input):
```
! wB97M-V def2-TZVPD RIJCOSX def2/J DEFGRID3
* xyz 0 1
C -1.11580 -1.16814 -0.04795
H -0.46072 -2.12213 0.07992
N 0.32354 2.20659 -0.23358
H -1.70452 1.90377 -0.36038
O -2.48720 -1.36220 -0.16653
H -2.83629 -0.41974 0.07352
C 1.02135 -0.00986 0.07163
S 2.06392 -1.36491 -0.29526
H 2.42264 1.61972 0.09975
H 2.48463 -1.96679 0.94798
C -0.75737 1.42196 -0.19542
C 1.44266 1.30578 0.04425
C -0.39685 -0.04405 -0.01792
*
```

Results
E_LUMO	-0.0197	Ha
energy	-721.6250	Eh
HOMO level	-8.908	eV
structure (SMILES)	O/C=C1\C=NC=C1S
frontier orbital gap	8.37	eV

natural (NBO) atomic charge list, values in e, 2 entries: 0.286, 0.214


[3]
C5H5NOS | the ωB97M-V functional and the def2-TZVPD basis

Structure (ORCA input):
```
! wB97M-V def2-TZVPD RIJCOSX def2/J DEFGRID3
* xyz 0 1
O 0.53019 -0.01818 -0.99073
H 2.65812 -0.57455 -0.83366
C -0.69321 0.22720 -0.31375
C 1.53843 -0.68391 1.01284
C 1.62833 -0.46275 -0.25753
H -0.99993 1.44790 -1.82369
C -1.73983 0.73021 -1.29009
H -2.56431 1.46064 -0.95795
S -0.22733 -0.62950 3.27590
H -2.12351 -0.02202 -1.96519
H 2.43695 -1.28427 1.48563
C 0.21291 -0.42199 1.72958
N -0.65680 0.23122 0.92863
*
```

Results
E_LUMO	-0.0118	Ha
energy	-721.6251	Eh
HOMO level	-8.446	eV
structure (SMILES)	Cc1nc(=S)cco1
frontier orbital gap	8.13	eV

natural (NBO) atomic charge list, values in e, 2 entries: -0.499, 0.224


[4]
C5H5NOS | the ωB97M-V functional and the def2-TZVPD basis

Structure (ORCA input):
```
! wB97M-V def2-TZVPD RIJCOSX def2/J DEFGRID3
* xyz 0 1
C 0.00670 0.91063 0.11387
S -2.32103 -0.44368 -0.43321
C 0.66534 -0.54178 -0.11828
H -0.66492 -1.52616 1.02304
N 3.25586 -0.26530 -0.55136
H 0.70202 -2.50205 0.87128
C 0.38783 -1.38882 1.07880
O 0.76380 1.88681 0.36964
C -1.58947 0.90491 0.21404
H -2.05037 1.77291 0.53989
H 1.02873 -1.00786 1.81649
C 2.01340 -0.18330 -0.50703
H 0.31679 -1.08500 -1.10532
*
```

Results
E_LUMO	-0.0827	Ha
energy	-721.5795	Eh
HOMO level	-9.835	eV
structure (SMILES)	C[C@H](C#N)C(=O)C=S
frontier orbital gap	7.58	eV

natural (NBO) atomic charge list, values in e, 2 entries: 0.528, 0.129


[5]
C5H5NS | the ωB97M-V functional and the def2-TZVPD basis

Structure (ORCA input):
```
! wB97M-V def2-TZVPD RIJCOSX def2/J DEFGRID3
* xyz 0 1
H 1.99362 0.61633 0.78932
H 1.18779 -1.76554 -0.81225
H 0.88457 -1.82611 0.80271
C -1.99679 1.19217 0.39814
C 0.68600 -1.17139 -0.06445
H 2.02895 0.29569 -0.98474
S -2.12158 -0.71969 -0.02417
N -0.77240 1.42448 0.15147
C -0.74728 -1.44656 -0.34426
H -2.74057 1.93747 0.54308
C 0.23187 1.11964 -0.39304
C 1.36582 0.34350 -0.06180
*
```

Results
E_LUMO	0.0111	Ha
energy	-646.2394	Eh
HOMO level	-7.816	eV
frontier orbital gap	8.12	eV

natural (NBO) atomic charge list, values in e, 2 entries: 0.236, 0.238


[6]
C5H5NSe | the ωB97M-V functional and the def2-TZVPD basis

Structure (ORCA input):
```
! wB97M-V def2-TZVPD RIJCOSX def2/J DEFGRID3
* xyz 0 1
Se -2.09419 -0.05918 0.01947
H 0.38132 2.76135 -0.29828
N -1.17974 1.71618 -0.15238
C -1.10676 -1.85321 -0.38405
H 1.97609 1.06297 0.47512
C 1.05532 -0.66487 0.45265
H 2.07190 -1.15995 0.72125
C 1.05237 0.66857 0.23473
H 0.64966 -2.65392 -0.00847
C 0.07345 1.68656 -0.11229
C 0.16643 -1.76690 0.00831
H -3.04585 0.26242 -0.95605
*
```

Results
E_LUMO	-0.0157	Ha
energy	-2649.4864	Eh
HOMO level	-8.408	eV
frontier orbital gap	7.98	eV

natural (NBO) atomic charge list, values in e, 2 entries: 0.601, 0.212


[7]
C5H5O3Pr | the ωB97M-V functional and the def2-TZVPD basis

Structure (ORCA input):
```
! wB97M-V def2-TZVPD RIJCOSX def2/J DEFGRID3
* xyz 1 4
C 0.37202 0.91030 -0.58219
O -1.61532 -1.33251 -0.74686
O -0.08818 0.68280 3.09624
O 0.61426 -1.26634 -1.13560
C -0.56199 0.45509 1.81722
C 1.43140 -0.07597 -1.06866
C -0.64119 -0.74602 -1.31419
H 2.26533 -0.28069 -0.38533
H -0.63762 0.20815 3.72350
H 1.79799 0.17659 -2.07483
H 0.25499 1.82582 -1.17350
H -0.83353 -0.34895 -2.32838
C 0.06649 0.94957 0.77274
Pr -2.42465 -1.15782 1.39984
*
```

Results
E_LUMO (spin up / spin down)	-0.1689 / -0.1704	Ha
energy	-935.8428	Eh
<S²>	3.7526
HOMO level (spin up / spin down)	-10.930 / -12.277	eV
frontier orbital gap (spin up / spin down)	6.33 / 7.64	eV

Löwdin atomic charge list, values in e, 2 entries: -0.126, -0.213


[8]
C5H5O6Sr | the ωB97M-V functional and the def2-TZVPD basis

Structure (ORCA input):
```
! wB97M-V def2-TZVPD RIJCOSX def2/J DEFGRID3
* xyz 2 2
O 3.23340 -2.16386 1.13330
Sr -2.85474 -0.38518 2.00893
H -1.39664 -1.14757 -1.71115
O -1.23635 0.94208 -3.37807
C 1.78577 0.91224 1.07702
O -2.65504 -0.24374 -0.42673
C -1.71760 -0.17958 -1.27651
O 1.14072 -1.30574 1.13382
C 0.57629 -0.06896 1.08053
H -3.14538 1.00482 -2.62871
C -2.07039 0.73927 -2.56648
O 2.86412 0.03571 0.83221
H 1.89371 1.39891 2.05487
H 1.70035 1.65757 0.27918
C 2.51298 -1.23762 0.98909
O -0.36855 0.08792 1.89666
H -0.26263 -0.04627 -0.49796
*
```

Results
E_LUMO (spin up / spin down)	-0.3434 / -0.4355	Ha
energy	-674.9258	Eh
<S²>	0.7815
HOMO level (spin up / spin down)	-17.747 / -17.269	eV
frontier orbital gap (spin up / spin down)	8.40 / 5.42	eV

natural (NBO) atomic charge list, values in e, 2 entries: -0.440, 1.953


[9]
C5H5P | the ωB97M-V functional and the def2-TZVPD basis

Structure (ORCA input):
```
! wB97M-V def2-TZVPD RIJCOSX def2/J DEFGRID3
* xyz 0 1
H -1.12169 1.48928 -0.50411
H -0.00895 -0.15389 2.86974
H 0.54993 -1.83630 -2.46818
C 0.61792 -1.25700 -1.54887
C -0.32291 -0.27668 -1.39468
C -0.48579 0.63572 -0.29680
P 1.96572 -1.74120 -0.57310
H -1.03318 -0.14983 -2.20272
C 0.53546 0.34566 2.08284
C 0.03630 0.52293 0.90362
H 1.51794 0.70987 2.34523
*
```

Results
E_LUMO (spin up / spin down)	-0.0405 / -0.0464	Ha
energy	-534.7049	Eh
HOMO level (spin up / spin down)	-7.576 / -7.412	eV
frontier orbital gap (spin up / spin down)	6.47 / 6.15	eV

natural (NBO) atomic charge list, values in e, 2 entries: 0.235, 0.228


[10]
C5H6 | the ωB97M-V functional and the def2-TZVPD basis

Structure (ORCA input):
```
! wB97M-V def2-TZVPD RIJCOSX def2/J DEFGRID3
* xyz 0 1
C -0.46931 0.17712 -0.45173
H -0.61182 0.25246 -1.52816
C -1.96772 0.12112 0.33655
H 1.08339 1.71460 -0.63539
H 0.46950 1.48501 1.08197
C 0.93082 -0.37408 -0.01326
C 0.62391 1.06021 0.09647
H -0.99986 -1.99071 0.47523
H 1.50650 -0.77314 -0.83726
C -1.31035 -0.96661 0.38010
H 1.01647 -0.93338 0.91542
*
```

Results
E_LUMO	0.0381	Ha
energy	-193.9208	Eh
HOMO level	-9.368	eV
frontier orbital gap	10.41	eV

natural (NBO) atomic charge list, values in e, 2 entries: -0.257, 0.225


[11]
C5H6Br2 | the ωB97M-V functional and the def2-TZVPD basis

Structure (ORCA input):
```
! wB97M-V def2-TZVPD RIJCOSX def2/J DEFGRID3
* xyz 0 1
C 2.41808 -0.46788 -0.50230
C -1.24626 0.00418 -0.90396
H 2.21425 1.63716 -0.25079
Br 1.70756 -2.21875 -0.05168
H -5.20939 -1.18982 0.83643
Br -4.38778 -0.41354 -0.03407
C -0.41312 0.48292 -0.17170
H 3.28426 -0.50740 -1.15913
H 0.31220 1.70435 1.29767
H 0.71457 -0.12905 1.62941
H -1.97867 -0.23370 -1.54055
C 0.66260 0.68941 0.82330
C 1.92169 0.64213 0.02735
*
```

Results
E_LUMO	0.0248	Ha
energy	-5342.0247	Eh
HOMO level	-9.404	eV
structure (SMILES)	C#CC/C=C\Br.Br
frontier orbital gap	10.08	eV

natural (NBO) atomic charge list, values in e, 2 entries: -0.234, -0.231


[12]
C5H6BrClN2O2S | the ωB97M-V functional and the def2-TZVPD basis

Structure (ORCA input):
```
! wB97M-V def2-TZVPD RIJCOSX def2/J DEFGRID3
* xyz 0 1
S 1.34604 -1.02923 -1.20310
C -1.00694 1.39430 0.10704
H 0.70868 1.57214 1.39868
O 1.14628 0.50944 -0.35158
H -0.81212 2.43821 -0.31154
C -2.08523 -0.62487 0.64423
N 2.40454 -0.62609 -2.35011
H 3.35003 -0.49895 -2.38096
H -0.13649 0.15114 2.70880
C -0.04733 -0.26972 1.71394
Cl -3.25745 -1.71452 0.19206
H 0.81331 -0.90421 2.00255
H 2.20205 -0.26554 -3.26342
Br -3.74599 1.32110 -0.76637
C 0.28460 0.87233 0.69223
O 2.10469 -1.89310 -0.28453
C -2.09560 0.65778 0.04106
N -1.17310 -1.09018 1.41102
*
```

Results
E_LUMO	-0.0013	Ha
energy	-3886.4115	Eh
HOMO level	-9.476	eV
frontier orbital gap	9.44	eV

natural (NBO) atomic charge list, values in e, 2 entries: 1.678, -0.165